No. 1
Molecular formula: C6H14P
Method: DFT, wB97M-V/def2-TZVPD

Molecular weight ... 117.15 g mol⁻¹
HOMO energy ... -12.76 eV
ΔE to the lowest compared entry with this formula, charge and spin ... 96.4 kcal per mole
Max |F| ... 5.11 eV/A

Geometry as ORCA input:
```
! wB97M-V def2-TZVPD RIJCOSX def2/J DEFGRID3
* xyz 1 1
C -0.29 -0.05 1.76
C 0.98 -0.05 -0.11
C 1.74 1.30 -0.23
C 1.75 -1.30 -0.07
C -1.88 -1.46 -0.39
C -1.61 1.48 -0.60
P -0.86 0.04 0.15
H -0.10 -1.04 2.31
H 0.08 0.94 2.15
H 1.16 2.05 -0.96
H 2.78 1.22 -0.71
H 2.08 1.79 0.72
H 2.30 -1.24 1.00
H 2.51 -1.41 -0.75
H 1.19 -2.27 -0.04
H -1.65 -2.35 0.27
H -1.69 -1.47 -1.51
H -2.80 -1.00 -0.25
H -1.31 1.61 -1.71
H -1.43 2.48 -0.15
H -2.65 1.53 -0.68
*
```

No. 2
Molecular formula: C2H5AsF6NNaOSbSe4
Method: DFT, wB97M-V/def2-TZVPD

Molecular weight ... 708.57 g mol⁻¹
Expectation value of S² ... 0.7597
HOMO energy (alpha / beta) ... -2.03 / -2.07 eV
ΔE to the lowest compared entry with this formula, charge and spin ... 0.0 kcal per mole
Max |F| ... 0.35 eV/A

Geometry as ORCA input:
```
! wB97M-V def2-TZVPD RIJCOSX def2/J DEFGRID3
* xyz -2 2
Na 1.50 -0.05 0.13
Se 5.22 4.69 0.84
Sb 3.53 3.08 -0.01
Se 4.25 0.75 -0.29
Se 1.38 2.99 1.17
Se 3.67 4.61 -1.96
C -3.13 0.35 0.09
C -1.73 0.88 -0.07
N -1.58 2.16 -0.46
O -0.77 0.15 0.14
H -3.89 1.10 -0.13
H -3.24 -0.01 1.11
H -3.25 -0.51 -0.57
H -2.37 2.78 -0.49
H -0.66 2.57 -0.36
F 1.14 -2.21 -0.09
As 0.14 -3.66 0.12
F 1.35 -4.30 1.19
F 0.96 -4.37 -1.24
F -0.83 -5.10 0.32
F -1.04 -2.98 -0.94
F -0.64 -2.92 1.48
*
```

No. 3
Molecular formula: C2H7S2
Method: DFT, wB97M-V/def2-TZVPD

Molecular weight ... 95.21 g mol⁻¹
HOMO energy ... -2.46 eV
ΔE to the lowest compared entry with this formula, charge and spin ... 11.4 kcal per mole
Max |F| ... 0.80 eV/A

Geometry as ORCA input:
```
! wB97M-V def2-TZVPD RIJCOSX def2/J DEFGRID3
* xyz -1 1
S 0.39 -1.85 -3.63
H 0.25 -3.09 -4.13
C -1.00 1.56 0.52
S -0.40 0.66 1.97
C 0.83 -0.44 1.25
H -0.14 1.80 -0.11
H -1.69 0.95 -0.06
H -1.42 2.49 0.88
H 0.50 -0.84 0.29
H 0.87 -1.28 1.94
H 1.79 0.04 1.07
*
```

No. 4
Molecular formula: C19H28IO18PS
Method: DFT, wB97M-V/def2-TZVPD

Molecular weight ... 734.36 g mol⁻¹
HOMO energy ... -9.44 eV
ΔE to the lowest compared entry with this formula, charge and spin ... 0.0 kcal per mole
SMILES ... O=C(I)COC(=O)OP(O)(O)=S.C[C@@H]1COC(=O)O1.C[C@@H]1COC(=O)O1.C[C@@H]1COC(=O)O1.C[C@@H]1COC(=O)O1
Max |F| ... 5.65 eV/A

Geometry as ORCA input:
```
! wB97M-V def2-TZVPD RIJCOSX def2/J DEFGRID3
* xyz 0 1
O 3.76 2.92 2.37
C 2.96 3.87 2.50
I 3.57 5.80 3.39
C 1.42 3.80 2.03
O 1.23 2.99 0.81
C -0.14 2.50 0.93
O -0.28 1.30 1.28
O -1.28 3.31 0.62
P -2.08 3.90 2.01
O -1.97 2.88 3.36
O -3.72 4.15 1.53
S -1.44 5.67 2.59
H 1.13 4.88 1.73
H 0.73 3.37 2.84
H -2.16 3.46 4.15
H -4.27 3.42 1.89
C 2.53 -2.27 4.61
C 1.56 -1.21 5.07
C 0.29 -1.17 4.28
O -0.12 0.18 4.45
C 1.01 0.91 4.66
O 1.05 2.11 4.67
O 2.08 0.10 4.86
H 3.51 -2.12 5.08
H 2.18 -3.27 4.87
H 2.69 -2.23 3.53
H 1.36 -1.33 6.14
H -0.47 -1.86 4.65
H 0.43 -1.35 3.21
C 0.94 2.44 -2.25
C -0.04 3.06 -3.22
C -0.29 2.24 -4.45
O -0.68 3.23 -5.39
C -0.08 4.40 -5.00
O -0.04 5.39 -5.66
O 0.48 4.27 -3.76
H 1.24 3.16 -1.49
H 0.51 1.57 -1.75
H 1.86 2.12 -2.76
H -0.98 3.30 -2.70
H -1.08 1.50 -4.31
H 0.61 1.74 -4.83
C 1.64 -2.63 0.52
C 1.55 -4.14 0.61
C 0.17 -4.68 0.36
O 0.20 -5.90 1.08
C 1.09 -5.74 2.10
O 1.23 -6.51 3.01
O 1.80 -4.59 1.94
H 2.60 -2.28 0.92
H 1.55 -2.30 -0.52
H 0.86 -2.14 1.11
H 2.29 -4.60 -0.04
H -0.02 -4.85 -0.70
H -0.63 -4.05 0.77
C -3.75 -1.81 -5.48
C -2.45 -1.77 -4.70
C -1.76 -3.10 -4.61
O -1.00 -2.96 -3.41
C -1.68 -2.07 -2.63
O -1.42 -1.84 -1.48
O -2.68 -1.46 -3.33
H -4.31 -0.88 -5.33
H -3.57 -1.95 -6.54
H -4.40 -2.62 -5.13
H -1.79 -1.00 -5.11
H -1.10 -3.30 -5.46
H -2.44 -3.94 -4.48
*
```

No. 5
Molecular formula: CH2FLi2O
Method: DFT, wB97M-V/def2-TZVPD

Molecular weight ... 62.91 g mol⁻¹
Expectation value of S² ... 0.7501
HOMO energy (alpha / beta) ... -5.37 / -10.69 eV
ΔE to the lowest compared entry with this formula, charge and spin ... 66.0 kcal per mole
Max |F| ... 8.65 eV/A

Geometry as ORCA input:
```
! wB97M-V def2-TZVPD RIJCOSX def2/J DEFGRID3
* xyz 0 2
C 0.23 0.84 -0.65
O 0.47 0.38 0.70
Li 0.28 -1.00 2.26
Li -0.53 -1.46 0.76
F -0.89 -0.94 -1.00
H 1.04 0.64 -1.34
H -0.60 1.54 -0.73
*
```

No. 6
Molecular formula: C4H9NaO3
Method: DFT, wB97M-V/def2-TZVPD

Molecular weight ... 128.10 g mol⁻¹
Expectation value of S² ... 0.7544
HOMO energy (alpha / beta) ... -12.99 / -12.99 eV
Max |F| ... 5.70 eV/A

Geometry as ORCA input:
```
! wB97M-V def2-TZVPD RIJCOSX def2/J DEFGRID3
* xyz 1 2
O 1.58 -0.52 0.09
C 0.21 -0.61 0.02
C -0.49 0.74 0.05
C -1.95 0.63 0.50
C -2.85 0.03 -0.55
O -3.71 -0.80 -0.32
H 3.03 -1.36 -0.09
H -0.10 -1.24 0.89
H -0.05 -1.20 -0.88
H -0.43 1.20 -0.94
H 0.03 1.40 0.76
H -2.05 0.07 1.43
H -2.69 0.39 -1.59
H -2.34 1.65 0.67
Na 2.94 1.32 -0.12
O 4.07 -0.68 -0.24
H 4.79 -1.00 0.31
*
```

No. 7
Molecular formula: C4H10Si
Method: DFT, wB97M-V/def2-TZVPD

Molecular weight ... 86.21 g mol⁻¹
HOMO energy ... -8.51 eV
ΔE to the lowest compared entry with this formula, charge and spin ... 45.8 kcal per mole
Max |F| ... 3.98 eV/A

Geometry as ORCA input:
```
! wB97M-V def2-TZVPD RIJCOSX def2/J DEFGRID3
* xyz 0 1
C 1.59 -0.65 -0.63
C 1.60 -0.51 0.98
C -2.09 -1.17 -0.29
C -0.33 1.97 0.10
Si 0.09 0.10 0.20
H 2.22 -0.06 -1.26
H 1.80 -1.68 -1.09
H 1.73 -1.50 1.36
H 2.16 0.42 1.29
H -2.72 -0.39 -0.67
H -2.23 -1.95 -1.00
H -2.29 -1.46 0.78
H -0.79 2.08 -0.92
H -1.12 2.09 0.75
H 0.39 2.72 0.40
*
```

No. 8
Molecular formula: C13H15N5OS
Method: DFT, wB97M-V/def2-TZVPD

Molecular weight ... 289.36 g mol⁻¹
HOMO energy ... -8.61 eV
ΔE to the lowest compared entry with this formula, charge and spin ... 8.8 kcal per mole
SMILES ... Cc1cccc(/N=N/Sc2c(C)nn(C(N)=O)c2C)c1
Max |F| ... 3.80 eV/A

Geometry as ORCA input:
```
! wB97M-V def2-TZVPD RIJCOSX def2/J DEFGRID3
* xyz 0 1
O 0.01 -4.57 -2.78
N -0.81 -1.12 -3.15
N 1.54 0.30 0.21
N 0.89 1.31 0.60
S 2.23 0.49 -1.29
C -0.54 -3.54 -3.14
C -0.08 -0.10 -2.75
C 1.12 -0.55 -2.12
C 1.11 -1.93 -2.23
C 0.42 0.59 4.25
C 0.80 0.39 2.90
C -0.41 1.65 4.56
C -0.42 2.37 2.27
C 0.39 1.32 1.90
C -0.84 2.54 3.57
N -1.55 -3.77 -4.01
N -0.09 -2.26 -2.85
C -0.57 1.35 -2.93
C 2.09 -2.85 -1.59
C -1.70 3.70 3.93
H 0.76 -0.14 4.99
H 1.40 -0.41 2.55
H -0.77 1.78 5.56
H -0.70 3.16 1.55
H -1.68 -4.73 -4.36
H -1.85 -2.96 -4.57
H -1.47 1.45 -3.56
H 0.20 1.95 -3.44
H -0.73 1.81 -1.93
H 2.94 -2.31 -1.14
H 1.62 -3.41 -0.76
H 2.47 -3.52 -2.36
H -1.49 3.98 5.00
H -2.77 3.46 3.80
H -1.52 4.57 3.32
*
```